This record from the OMol25 dataset describes the molecule C19H22N2OS. The level of theory is ωB97M-V/def2-TZVPD.

Cartesian coordinates (Å):
C: -4.858 -2.702 0.416
C: -5.617 -1.552 -0.192
O: -6.768 -1.664 -0.552
C: -4.887 -0.262 -0.340
C: -5.519 0.769 -1.033
C: -4.887 1.987 -1.192
C: -3.621 2.183 -0.675
C: -2.970 1.155 0.012
N: -1.701 1.438 0.523
C: -0.695 0.618 0.945
S: -0.719 -1.031 0.852
N: 0.368 1.279 1.459
C: 1.605 0.661 1.870
C: 2.748 0.959 0.899
C: 2.516 0.328 -0.471
C: 3.666 0.623 -1.442
C: 4.960 0.036 -0.956
C: 5.944 0.836 -0.391
C: 7.122 0.283 0.081
C: 7.331 -1.082 -0.006
C: 6.357 -1.890 -0.569
C: 5.181 -1.334 -1.040
C: -3.616 -0.062 0.189
H: -3.925 -2.869 -0.117
H: -4.622 -2.479 1.455
H: -5.470 -3.599 0.376
H: -6.505 0.594 -1.434
H: -5.377 2.789 -1.723
H: -3.128 3.138 -0.801
H: -1.476 2.426 0.497
H: 0.372 2.289 1.423
H: 1.859 1.028 2.870
H: 1.428 -0.415 1.922
H: 2.863 2.042 0.792
H: 3.673 0.567 1.325
H: 1.585 0.706 -0.899
H: 2.409 -0.751 -0.352
H: 3.771 1.704 -1.559
H: 3.416 0.199 -2.417
H: 5.789 1.904 -0.322
H: 7.878 0.919 0.517
H: 8.249 -1.516 0.361
H: 6.515 -2.956 -0.643
H: 4.426 -1.968 -1.482
H: -3.121 -0.841 0.739

Forces on the atoms, in the same order (eV/Å):
-0.256 -0.175 -0.055
0.024 -0.296 0.111
0.055 0.009 0.002
-0.043 0.750 -0.255
-0.046 -0.161 0.025
-0.031 -0.029 0.032
0.155 -0.173 0.107
-0.428 -0.081 -0.228
0.549 0.614 0.200
0.033 0.041 0.063
0.000 -0.669 -0.090
-0.275 0.422 -0.152
0.523 -0.032 0.104
-0.342 -0.289 -0.029
0.161 0.264 0.034
-0.173 -0.145 0.082
0.027 0.117 -0.137
-0.016 -0.009 -0.029
0.096 0.020 0.066
0.107 -0.023 0.050
0.010 -0.102 0.012
0.001 0.030 0.010
-0.228 -0.133 0.024
0.142 0.001 0.008
0.102 0.015 0.097
-0.022 0.025 -0.005
-0.071 -0.017 -0.029
-0.033 0.062 -0.043
0.067 0.080 -0.027
-0.046 -0.209 0.057
-0.081 -0.084 0.037
-0.048 -0.075 -0.047
0.037 0.180 0.092
0.104 0.081 0.015
0.052 0.074 0.062
-0.052 -0.087 0.004
-0.080 -0.041 -0.029
0.007 0.009 -0.070
0.026 0.085 -0.039
-0.034 0.101 -0.009
0.060 0.043 0.031
0.070 -0.034 0.024
0.014 -0.084 -0.011
-0.093 -0.075 -0.059
-0.023 0.002 -0.006

Output
HOMO ... -8.34 eV
Gap between HOMO and LUMO ... 8.684 eV
E ... -35923.81871 eV
SMILES ... CC(=O)c1cccc(NC(=S)NCCCCc2ccccc2)c1


This record from the OMol25 dataset describes a structure of composition C19H22N4O2S2 at a distorted geometry. The level of theory is ωB97M-V/def2-TZVPD.

Cartesian coordinates (Å):
C: 1.700 0.142 3.565
C: 0.665 -0.912 3.362
C: -0.116 -0.904 2.230
C: -1.085 -1.899 2.056
N: -1.939 -2.067 1.045
S: -2.839 -3.367 1.337
N: -2.207 -3.791 2.748
C: -1.248 -2.922 3.064
C: -0.440 -2.917 4.212
C: 0.490 -1.925 4.339
H: 1.122 -1.899 5.213
H: -0.569 -3.685 4.957
S: 0.135 0.403 1.013
O: 1.470 0.246 0.504
O: -0.202 1.641 1.662
N: -0.931 0.123 -0.190
C: -2.196 0.813 -0.238
C: -2.387 1.415 -1.649
N: -1.125 1.658 -2.314
C: -0.296 2.664 -1.661
H: -0.967 3.382 -1.185
C: 0.562 3.425 -2.684
C: 1.753 2.652 -3.176
C: 1.895 2.340 -4.522
C: 2.996 1.632 -4.973
C: 3.971 1.224 -4.080
C: 3.841 1.533 -2.736
C: 2.745 2.246 -2.288
H: 2.651 2.475 -1.237
H: 4.598 1.217 -2.033
H: 4.830 0.670 -4.430
H: 3.091 1.397 -6.023
H: 1.132 2.650 -5.222
H: -0.073 3.702 -3.527
H: 0.915 4.341 -2.203
H: 0.348 2.242 -0.881
C: -0.454 0.396 -2.578
C: -0.533 -0.583 -1.379
H: -1.257 -1.385 -1.565
H: 0.441 -1.024 -1.174
H: 0.584 0.606 -2.828
H: -0.933 -0.058 -3.453
H: -2.947 2.351 -1.588
H: -2.951 0.720 -2.277
H: -3.010 0.118 0.008
H: -2.150 1.592 0.523
H: 2.232 -0.001 4.501
H: 1.229 1.123 3.556
H: 2.405 0.127 2.735

Forces on the atoms, in the same order (eV/Å):
0.207 0.140 0.125
-0.171 0.217 -0.530
0.573 0.817 -0.170
-0.786 -1.025 0.109
-0.370 0.018 -0.577
0.912 0.518 0.671
-0.335 -0.640 0.295
-0.312 0.360 -0.875
0.357 0.140 0.339
-0.352 -0.511 0.117
0.062 0.015 0.072
0.023 -0.062 0.108
-0.377 -0.198 -0.083
-0.120 -0.198 -0.146
-0.200 -0.164 -0.042
0.898 0.439 0.817
-0.417 0.247 0.257
0.100 -0.071 0.034
-0.077 0.098 -0.008
0.077 0.248 -0.348
0.026 -0.030 0.065
-0.098 -0.054 0.309
0.091 0.166 -0.126
-0.024 0.042 0.073
0.053 -0.060 -0.086
0.074 -0.075 -0.075
0.052 -0.021 0.075
-0.042 -0.004 -0.066
-0.019 0.025 0.140
0.068 -0.028 0.062
0.062 -0.041 -0.022
0.008 -0.021 -0.076
-0.091 0.041 -0.053
-0.003 0.064 0.047
0.000 0.054 -0.035
-0.035 0.172 -0.058
-0.007 -0.125 -0.062
0.258 -0.286 -0.261
0.074 0.026 0.064
-0.077 -0.158 -0.225
-0.077 -0.130 -0.022
0.128 -0.076 0.037
-0.069 -0.092 0.026
-0.077 0.044 0.026
0.043 0.086 0.000
-0.226 -0.001 -0.126
0.024 0.004 0.031
0.078 0.061 0.097
0.115 0.028 0.072

Output
HOMO ... -8.14 eV
Gap between HOMO and LUMO ... 7.191 eV
E ... -51785.05420 eV


This record from the OMol25 dataset describes a structure of composition C19H23BInN3O10P at a distorted geometry. The level of theory is ωB97M-V/def2-TZVPD.

Cartesian coordinates (Å):
C: 4.625 6.303 -0.763
O: 3.490 5.501 -1.104
B: 3.724 4.125 -1.107
O: 2.542 3.337 -1.091
In: 5.781 3.065 -1.087
P: 6.630 2.442 -3.418
O: 5.689 3.143 -4.659
O: 6.739 0.764 -3.647
H: 4.873 6.141 0.297
H: 5.496 6.118 -1.406
H: 4.341 7.364 -0.895
H: 2.301 3.092 -1.996
H: 5.738 1.669 0.047
H: 6.981 4.261 -0.462
H: 5.380 4.017 -4.381
H: 6.213 0.457 -4.401
C: -0.834 -0.392 3.445
C: -0.223 0.854 3.487
C: 0.178 1.471 2.310
C: -0.044 0.832 1.103
C: -0.645 -0.414 1.049
C: -1.041 -1.028 2.228
N: 0.359 1.500 -0.146
O: 0.896 2.577 -0.062
O: 0.121 0.921 -1.205
H: -1.151 -0.870 4.364
H: -0.061 1.347 4.437
H: 0.653 2.442 2.346
H: -0.811 -0.911 0.105
H: -1.515 -2.001 2.200
C: -7.225 0.519 2.974
C: -7.207 -0.588 2.135
C: -6.227 -1.557 2.286
C: -5.277 -1.405 3.282
C: -5.279 -0.303 4.120
C: -6.260 0.663 3.962
N: -4.251 -2.441 3.461
O: -4.262 -3.387 2.696
O: -3.450 -2.293 4.365
H: -7.995 1.272 2.857
H: -7.959 -0.697 1.365
H: -6.216 -2.417 1.632
H: -4.531 -0.188 4.892
H: -6.275 1.528 4.612
C: -0.946 -3.540 -1.674
C: -0.803 -4.876 -2.027
C: 0.197 -5.257 -2.907
C: 1.047 -4.292 -3.421
C: 0.912 -2.956 -3.083
C: -0.094 -2.581 -2.204
N: 2.123 -4.700 -4.337
O: 2.200 -5.882 -4.627
O: 2.873 -3.839 -4.749
H: -1.726 -3.246 -0.982
H: -1.470 -5.621 -1.613
H: 0.306 -6.297 -3.179
H: 1.575 -2.206 -3.491
H: -0.208 -1.539 -1.931

Forces on the atoms, in the same order (eV/Å):
-0.386 0.675 -0.034
0.506 -0.538 0.230
-0.471 -0.095 -0.077
2.318 1.605 -1.634
-0.414 -0.093 0.742
2.236 0.877 0.306
-0.459 -0.710 -0.069
-1.152 0.360 -0.702
0.225 0.058 -0.423
-0.224 -0.191 0.323
-0.026 -0.397 0.070
-0.050 -0.133 0.324
0.038 0.196 -0.299
0.036 -0.280 -0.259
-0.034 -0.383 0.169
-0.009 -0.004 0.257
-0.005 0.005 0.126
-0.076 -0.126 -0.146
0.064 0.211 0.174
0.016 -0.300 0.216
-0.101 -0.164 -0.044
-0.019 0.089 0.049
0.185 0.185 0.024
-2.342 -1.018 0.890
-0.106 -0.015 0.172
0.004 -0.018 -0.045
0.032 0.007 -0.042
0.020 -0.042 -0.202
0.081 0.155 -0.047
0.037 0.009 -0.010
-0.007 0.004 0.001
0.047 0.094 0.121
-0.113 -0.141 -0.200
-0.257 0.248 -0.034
0.108 0.142 0.213
-0.083 -0.074 -0.121
0.148 -0.132 0.004
0.013 0.150 0.081
-0.100 -0.023 -0.103
0.031 -0.014 -0.006
0.043 -0.022 0.004
0.136 -0.032 0.107
0.049 -0.149 -0.080
0.038 -0.031 -0.007
0.015 0.026 -0.006
0.012 0.137 0.007
-0.076 -0.258 0.025
-0.265 0.123 0.252
0.093 0.202 -0.037
-0.086 -0.084 0.038
0.171 -0.058 -0.154
-0.042 0.150 0.052
-0.134 -0.110 0.047
0.013 -0.013 -0.021
0.035 -0.004 -0.027
0.143 0.078 -0.082
0.066 -0.134 -0.038
0.083 0.002 -0.072

Output
HOMO ... -2.56 eV
Gap between HOMO and LUMO ... 2.913 eV
Charge ... -1
E ... -60152.42617 eV


- Look up the gap between HOMO and LUMO of the second one.
  7.191 eV


- E of number 2 (C19H22N4O2S2)?
  -51785.05420 eV


- What is the formula in the second record?
  C19H22N4O2S2